Density functional theory data (the ωB97M-V functional and the def2-TZVPD basis) for a 2-piece molecular cluster, C5H10O overall.

The value obtained for the energy above the lowest of the compared OMol25 structures with the same formula, charge and spin is 143.1 kJ/mol. As for the net charge: 0. Its total energy is -271.69809 hartree. The value obtained for the LUMO energy is 1.0 eV. The HOMO energy comes out at -9.34 eV. As for the SMILES: CC1=CCC1.O.

```
16
Properties=species:S:1:pos:R:3:nbo_charge:R:1
C 1.766 0.712 -0.556 -0.660
C 0.318 0.593 -0.228 0.038
O 0.764 -2.157 1.075 -0.946
C -0.806 -0.097 -0.976 -0.430
C -1.725 0.355 0.202 -0.416
C -0.471 0.967 0.790 -0.235
H 1.913 1.306 -1.466 0.224
H 2.187 -0.284 -0.735 0.236
H 2.324 1.184 0.258 0.222
H -0.084 -2.613 1.041 0.465
H -1.060 0.324 -1.955 0.207
H -0.676 -1.181 -1.071 0.211
H -2.177 -0.465 0.773 0.196
H -2.514 1.062 -0.075 0.206
H 0.529 -1.228 1.216 0.477
H -0.288 1.521 1.708 0.206
```


Density functional theory data (the ωB97M-V functional and the def2-TZVPD basis) for one molecule with the formula C3H5NO2 at a distorted geometry.

The value obtained for the energy above the lowest of the compared OMol25 structures with the same formula, charge and spin is 395.4 kJ/mol. As for the net charge: 0. Its total energy is -322.42374 hartree. The value obtained for the LUMO energy is -0.2 eV. The HOMO energy comes out at -9.05 eV.

```
11
Properties=species:S:1:pos:R:3:nbo_charge:R:1
N -1.291 0.862 0.743 -0.816
C -1.076 -0.376 0.237 0.640
O -1.925 -1.225 0.049 -0.596
C 0.336 -0.620 -0.244 -0.184
C 2.086 0.707 -0.587 0.171
O 1.255 0.307 0.356 -0.515
H -0.514 1.466 0.967 0.417
H -2.215 1.087 1.076 0.409
H 0.659 -1.657 -0.138 0.227
H 2.356 -0.225 -1.159 0.040
H 0.329 -0.325 -1.300 0.207
```


Density functional theory data (the ωB97M-V functional and the def2-TZVPD basis) for one molecule with the formula C2H4N4O2 at a distorted geometry.

The value obtained for the energy above the lowest of the compared OMol25 structures with the same formula, charge and spin is 612.2 kJ/mol. As for the net charge: 0. Its total energy is -447.86925 hartree. The value obtained for the LUMO energy is 0.3 eV. The HOMO energy comes out at -9.02 eV. As for the SMILES: ONC1=NN=CNO1.

```
12
Properties=species:S:1:pos:R:3:nbo_charge:R:1
C -0.479 0.286 0.396 0.640
C 2.166 0.332 -0.257 0.173
H -2.724 -1.340 -0.413 0.477
H -1.914 0.535 1.640 0.383
H 3.132 0.071 -0.549 0.197
H 1.330 -0.893 -1.780 0.361
N -1.713 -0.234 0.905 -0.340
N 0.330 1.013 1.189 -0.384
N 1.671 0.730 0.807 -0.267
N 1.115 0.086 -1.288 -0.330
O -2.860 -0.216 -0.046 -0.547
O -0.054 -0.369 -0.603 -0.362
```


Density functional theory data (the ωB97M-V functional and the def2-TZVPD basis) for an isolated ion of composition C4H7N2O3 and charge +1 at a distorted geometry.

The value obtained for the energy above the lowest of the compared OMol25 structures with the same formula, charge and spin is 825.4 kJ/mol. As for the net charge: +1. Its total energy is -491.29730 hartree. The value obtained for the LUMO energy (spin up / spin down) is -6.6 / -6.6 eV. The HOMO energy (spin up / spin down) comes out at -14.86 / -14.86 eV. As for the SMILES: Cc1c(C)[n+](=O)on1O.

```
16
Properties=species:S:1:pos:R:3:nbo_charge:R:1
C -0.490 -0.193 0.216 0.371
C 0.834 -0.097 -0.163 0.022
C -1.521 -1.100 0.518 -0.748
C 1.767 -1.202 -0.623 -0.658
N -0.776 1.438 0.575 0.168
N 1.263 1.209 -0.296 0.472
O 2.354 1.654 -0.584 -0.200
O 0.238 2.072 -0.060 -0.114
O -1.936 1.931 0.055 -0.520
H -1.809 -1.124 1.507 0.302
H -1.281 -2.073 0.269 0.276
H -2.520 -0.932 0.085 0.304
H 2.494 -1.488 0.345 0.274
H 2.386 -0.677 -1.334 0.262
H 1.216 -2.169 -0.971 0.277
H -2.220 2.751 0.460 0.515
```


Density functional theory data (the ωB97M-V functional and the def2-TZVPD basis) for one molecule with the formula C4H6N2OS at a distorted geometry.

The value obtained for the energy above the lowest of the compared OMol25 structures with the same formula, charge and spin is 273.3 kJ/mol. As for the net charge: 0. Its total energy is -738.90060 hartree. The value obtained for the LUMO energy is -0.4 eV. The HOMO energy comes out at -8.90 eV. As for the SMILES: [H]/N=C/N(C=O)CC=S.

```
14
Properties=species:S:1:pos:R:3:nbo_charge:R:1
C 1.507 1.157 -0.190 0.278
C -0.304 -0.055 0.745 -0.308
C -1.419 0.255 -0.281 -0.244
C 1.697 -1.169 0.122 0.563
H 1.203 2.978 -0.080 0.356
H 2.612 1.155 -0.530 0.212
H -0.326 -0.928 1.309 0.225
H -0.204 0.868 1.366 0.260
H -1.106 0.783 -1.194 0.212
H 1.114 -2.032 0.625 0.097
N 0.745 2.114 0.101 -0.690
N 0.921 -0.068 0.005 -0.469
O 2.782 -1.397 -0.314 -0.559
S -2.881 -0.443 -0.131 0.065
```


Density functional theory data (the ωB97M-V functional and the def2-TZVPD basis) for C22H14Br2F6N4O5PdS3 as an isolated structure.

The value obtained for the energy above the lowest of the compared OMol25 structures with the same formula, charge and spin is 93.9 kJ/mol. As for the net charge: -2. Its total energy is -8511.73027 hartree. The value obtained for the LUMO energy (spin up / spin down) is 3.7 / 3.7 eV. The HOMO energy (spin up / spin down) comes out at -2.13 / -0.85 eV.

```
57
Properties=species:S:1:pos:R:3:nbo_charge:R:1
Pd 1.275 0.381 0.603 0.417
C -1.007 3.275 -0.274 -0.653
C 0.375 3.851 -0.161 0.218
C 0.625 5.213 -0.436 -0.258
C 1.901 5.691 -0.364 -0.169
C 2.959 4.824 -0.018 -0.123
C 4.316 5.209 0.088 -0.144
Br 4.846 7.015 -0.256 -0.037
C 5.273 4.297 0.444 -0.226
C 4.937 2.973 0.707 -0.252
Br 6.315 1.772 1.212 0.013
C 3.618 2.466 0.630 0.462
O 3.309 1.279 0.878 -0.726
C 2.615 3.473 0.247 0.083
N 1.343 3.032 0.174 -0.417
H -1.773 4.051 -0.223 0.194
H -1.163 2.547 0.519 0.249
H -1.120 2.739 -1.219 0.229
H -0.198 5.866 -0.702 0.199
H 2.115 6.731 -0.571 0.213
H 6.308 4.602 0.524 0.222
S -4.595 0.975 -0.212 0.264
C -2.987 0.350 0.172 -0.281
C -2.448 0.521 1.444 -0.275
C -1.182 0.030 1.713 -0.049
N -0.424 -0.609 0.784 -0.508
C -0.983 -0.813 -0.438 0.000
C -2.230 -0.335 -0.782 -0.271
C -5.597 -0.484 -0.131 -0.125
C -6.627 -0.664 -1.047 -0.286
C -7.435 -1.785 -0.932 0.032
N -7.281 -2.723 -0.003 -0.448
C -6.274 -2.548 0.857 0.036
C -5.421 -1.459 0.844 -0.271
H -3.007 1.034 2.216 0.211
H -0.755 0.108 2.704 0.199
H -0.385 -1.396 -1.126 0.226
H -2.621 -0.509 -1.777 0.213
H -6.790 0.055 -1.839 0.217
H -8.245 -1.940 -1.639 0.178
H -6.147 -3.324 1.604 0.187
H -4.618 -1.378 1.565 0.239
F 3.183 -1.687 2.039 -0.302
C 2.852 -2.893 1.597 0.722
F 3.829 -3.738 1.957 -0.328
F 1.732 -3.278 2.211 -0.315
S 2.620 -2.879 -0.274 2.238
O 3.123 -1.604 -0.676 -0.915
O 1.233 -3.197 -0.484 -0.951
N 3.604 -4.008 -0.808 -1.217
S 3.218 -5.529 -0.776 2.249
O 4.343 -6.298 -1.232 -0.950
O 2.512 -5.972 0.395 -0.949
C 1.967 -5.764 -2.158 0.707
F 2.027 -4.785 -3.064 -0.322
F 0.718 -5.839 -1.701 -0.314
F 2.222 -6.920 -2.801 -0.337
```


Look up the energy above the lowest of the compared OMol25 structures with the same formula, charge and spin of the fourth one.
825.4 kJ/mol